(1)
{"formula": "C51H85N6O13S6", "method": "wB97M-V/def2-TZVPD", "total_charge": -1, "homo_lumo_gap_ev": 4.52, "max_force_ev_per_a": 4.36, "homo_energy_ev": -3.29, "symbols": ["S", "S", "S", "S", "S", "S", "O", "O", "O", "O", "O", "O", "O", "O", "O", "O", "O", "O", "O", "N", "N", "N", "N", "N", "N", "C", "C", "C", "C", "C", "C", "C", "C", "C", "C", "C", "C", "C", "C", "C", "C", "C", "C", "C", "C", "C", "C", "C", "C", "C", "C", "C", "C", "C", "C", "C", "C", "C", "C", "C", "C", "C", "C", "C", "C", "C", "C", "C", "C", "C", "C", "C", "C", "C", "C", "C", "H", "H", "H", "H", "H", "H", "H", "H", "H", "H", "H", "H", "H", "H", "H", "H", "H", "H", "H", "H", "H", "H", "H", "H", "H", "H", "H", "H", "H", "H", "H", "H", "H", "H", "H", "H", "H", "H", "H", "H", "H", "H", "H", "H", "H", "H", "H", "H", "H", "H", "H", "H", "H", "H", "H", "H", "H", "H", "H", "H", "H", "H", "H", "H", "H", "H", "H", "H", "H", "H", "H", "H", "H", "H", "H", "H", "H", "H", "H", "H", "H", "H", "H", "H", "H"], "xyz": [[0.367, 2.304, -20.669], [5.059, 5.146, -12.259], [-8.652, 1.649, -14.069], [-8.170, 13.832, -23.383], [-1.654, 4.859, -5.452], [-6.704, 15.151, -11.381], [-0.225, 4.455, -5.605], [-6.971, 14.375, -10.116], [-2.115, 5.707, -4.411], [-8.276, 0.584, -15.021], [5.113, 5.869, -13.522], [-8.337, 12.910, -24.512], [1.188, 1.166, -21.102], [-2.187, 8.051, -16.035], [-7.235, 16.495, -11.546], [0.846, 3.695, -20.638], [6.113, 4.207, -11.915], [-9.319, 14.516, -22.711], [-7.613, 2.121, -13.139], [-10.861, 9.910, -11.618], [-7.436, 6.669, -8.226], [0.176, 10.963, -12.497], [-0.876, 12.632, -18.382], [-2.256, 7.857, -21.703], [-2.240, -0.070, -12.072], [4.814, 6.275, -10.869], [-2.395, 4.153, -7.899], [-3.165, 3.121, -7.069], [-0.355, 11.085, -11.219], [-2.283, 2.077, -20.323], [-0.289, 1.818, -18.989], [-6.113, 14.362, -14.008], [-1.330, 7.960, -22.642], [-3.483, 6.479, -14.683], [-4.730, 14.557, -13.325], [-3.495, 8.141, -22.259], [-6.142, 13.617, -21.590], [-1.667, 1.180, -19.292], [-2.779, 3.350, -5.570], [-4.400, 8.631, -15.662], [-0.757, 13.077, -19.708], [1.131, 11.910, -12.639], [-7.036, 6.755, -9.588], [2.571, 5.742, -11.707], [-2.230, 5.432, -7.112], [3.372, 4.519, -12.003], [-0.270, 14.387, -19.690], [-1.804, -1.128, -11.272], [-1.304, 0.141, -13.048], [-1.893, 8.305, -23.815], [-12.865, 10.574, -12.347], [-10.923, 9.455, -12.921], [-0.273, -0.812, -12.902], [-10.669, 3.347, -14.487], [1.182, 12.645, -11.473], [-7.219, 14.235, -12.848], [-3.428, 7.481, -15.825], [-6.980, 8.736, -8.648], [-9.263, 3.140, -14.966], [3.318, 6.565, -10.638], [-7.362, 12.772, -22.047], [-0.485, 13.720, -17.609], [-3.267, 8.476, -23.644], [-5.528, 14.304, -22.854], [-12.205, 9.857, -13.357], [-10.187, 1.316, -13.220], [-10.782, 2.761, -13.084], [-0.020, 14.727, -18.339], [-0.524, -1.475, -11.713], [-6.779, 14.975, -23.577], [-1.319, 2.267, -21.456], [-6.737, 8.091, -9.871], [-11.948, 10.683, -11.242], [0.198, 12.201, -10.534], [-4.878, 15.070, -11.844], [-7.346, 7.920, -7.615], [-7.187, 13.208, -12.484], [-6.197, 13.586, -14.769], [-4.419, 9.365, -16.467], [-2.087, 7.603, -20.740], [-2.903, 2.105, -7.364], [-1.333, 11.785, -18.077], [-11.884, 11.143, -10.267], [-4.962, 13.541, -23.390], [-5.454, 12.983, -21.031], [-3.687, 7.001, -16.770], [-1.429, 3.720, -8.158], [1.727, 12.018, -13.534], [2.885, 6.365, -9.658], [3.134, 3.956, -12.906], [-4.521, 14.338, -11.119], [-1.562, 6.217, -7.463], [-2.592, 3.055, -19.955], [-3.720, 3.616, -5.088], [-7.011, 15.874, -23.007], [-4.791, 15.050, -22.556], [-4.379, 8.071, -21.641], [-0.324, 7.905, -22.252], [0.027, -2.330, -11.348], [-1.429, 0.987, -13.708], [-0.172, 10.328, -13.202], [-2.943, 4.319, -8.826], [1.906, 13.445, -11.418], [-6.587, 14.424, -21.008], [-10.014, 0.774, -12.290], [-4.030, 8.637, -24.391], [5.142, 5.644, -10.042], [-6.365, 8.590, -10.754], [0.617, -0.851, -13.512], [5.565, 7.063, -10.827], [-3.224, 1.565, -20.525], [-8.272, 14.432, -13.050], [-6.324, 15.319, -14.487], [-2.375, 2.555, -4.944], [-3.037, 0.469, -11.763], [-8.536, 3.947, -14.876], [1.610, 5.340, -11.388], [-2.182, 0.954, -18.358], [-1.458, 3.144, -22.088], [-10.204, 3.366, -12.386], [-0.056, 12.474, -9.520], [2.329, 6.323, -12.597], [-1.432, 8.441, -24.782], [-7.005, 5.869, -10.205], [-1.543, 0.171, -19.684], [-7.717, 5.793, -7.810], [-10.921, 0.730, -13.773], [-4.216, 13.596, -13.326], [-4.452, 5.982, -14.715], [-1.286, 1.300, -21.956], [-8.078, 12.310, -21.366], [-0.448, 2.754, -18.454], [-1.104, 10.366, -10.921], [-6.773, 9.772, -8.425], [-3.449, 6.915, -13.684], [-6.535, 15.343, -24.574], [-3.214, 5.787, -6.803], [-0.457, 13.608, -16.535], [-4.389, 16.018, -11.618], [-10.986, 4.384, -14.599], [-6.963, 11.963, -22.658], [-0.123, 15.096, -20.490], [-4.195, 9.102, -14.700], [-12.703, 9.685, -14.300], [-2.408, -1.429, -10.429], [-7.599, 8.092, -6.579], [-5.442, 8.379, -15.463], [-9.275, 2.858, -16.019], [-4.212, 3.358, -7.259], [-9.973, 9.955, -11.138], [-2.618, 5.826, -14.800], [-10.065, 8.965, -13.357], [-11.812, 2.740, -12.727], [0.324, 15.662, -17.922], [3.333, 3.747, -11.235], [-4.098, 15.323, -13.773], [3.117, 7.631, -10.745], [-1.080, 12.454, -20.528], [-13.856, 10.994, -12.433], [-11.362, 2.777, -15.107], [0.545, 1.200, -18.656]]}

---

(2)
{"formula": "C51H97FN2O12S", "method": "wB97M-V/def2-TZVPD", "total_charge": 0, "homo_lumo_gap_ev": 8.46, "max_force_ev_per_a": 2.96, "smiles": "CCN1c2cccc(CCCCCCCOC)c2Sc2cc(F)c(CNC)c(CCCCCCOC)c21.COCCOC.COCCOC.COCCOC.COCCOC.COCCOC", "homo_energy_ev": -7.94, "symbols": ["S", "F", "O", "O", "O", "O", "O", "O", "O", "O", "O", "O", "O", "O", "N", "N", "C", "C", "C", "C", "C", "C", "C", "C", "C", "C", "C", "C", "C", "C", "C", "C", "C", "C", "C", "C", "C", "C", "C", "C", "C", "C", "C", "C", "C", "C", "C", "C", "C", "C", "C", "C", "C", "C", "C", "C", "C", "C", "C", "C", "C", "C", "C", "C", "C", "C", "C", "H", "H", "H", "H", "H", "H", "H", "H", "H", "H", "H", "H", "H", "H", "H", "H", "H", "H", "H", "H", "H", "H", "H", "H", "H", "H", "H", "H", "H", "H", "H", "H", "H", "H", "H", "H", "H", "H", "H", "H", "H", "H", "H", "H", "H", "H", "H", "H", "H", "H", "H", "H", "H", "H", "H", "H", "H", "H", "H", "H", "H", "H", "H", "H", "H", "H", "H", "H", "H", "H", "H", "H", "H", "H", "H", "H", "H", "H", "H", "H", "H", "H", "H", "H", "H", "H", "H", "H", "H", "H", "H", "H", "H", "H", "H", "H", "H"], "xyz": [[-1.772, 2.002, -2.133], [3.302, 2.158, -3.690], [-11.161, -3.226, -2.011], [-2.497, 1.268, 9.111], [0.997, 4.485, 0.937], [8.903, -1.559, -2.193], [0.006, -0.099, 8.351], [0.314, 6.972, -0.502], [10.828, -0.725, -4.269], [7.752, 2.374, -0.655], [-3.057, -6.327, -1.757], [-8.916, -1.385, -1.485], [9.953, 4.271, -0.137], [-3.974, 0.221, 3.911], [4.904, -0.041, -1.356], [-0.791, -0.714, -0.839], [-5.896, 1.079, 1.433], [11.876, -1.257, -3.474], [-1.694, -6.662, -1.413], [-2.749, 1.512, 7.735], [-5.640, -0.348, 2.106], [-11.781, -2.768, -0.819], [1.456, -3.098, -1.901], [0.290, 4.972, 2.066], [-3.007, -0.836, 3.885], [0.226, 4.554, -0.259], [10.571, 3.291, 0.683], [-2.729, 0.442, -2.135], [5.429, -1.188, -0.578], [0.645, 5.733, -1.121], [2.306, 1.482, -3.003], [-5.297, -0.252, 3.636], [-1.067, 1.104, 0.992], [1.837, -1.870, -0.931], [-4.750, -0.974, -2.783], [8.584, -1.341, -3.563], [1.440, 7.595, 0.096], [-0.059, 1.361, -2.222], [-4.035, 0.306, -2.770], [-8.334, -2.372, -0.647], [9.767, -1.656, -4.464], [-4.735, 1.528, -3.483], [0.671, -5.550, -1.728], [-2.200, -0.099, 9.373], [9.163, -0.345, -1.502], [7.132, 2.805, 0.549], [-5.976, 0.794, -0.137], [1.569, -0.509, -1.631], [-0.847, -0.412, 0.613], [-0.708, -0.315, 9.564], [-0.632, -6.111, -2.433], [0.365, -4.052, -1.254], [0.202, 0.074, -1.553], [-3.710, -5.773, -0.612], [-10.765, -2.156, -2.863], [9.598, 3.762, -1.418], [0.658, 1.162, 8.321], [-5.970, 1.917, -2.545], [-2.098, -0.698, -1.470], [-2.832, -1.982, -1.463], [-4.133, -2.112, -2.099], [0.986, 2.085, -2.950], [-9.271, -1.896, -2.765], [-5.559, 2.030, -1.010], [4.034, -0.445, -2.484], [2.610, 0.205, -2.371], [8.110, 3.464, -1.501], [7.869, 3.163, -2.526], [9.449, -1.562, -5.507], [9.840, 4.541, -2.148], [10.115, -2.682, -4.309], [-0.362, 1.818, 0.504], [1.028, -6.210, -0.891], [-1.698, -0.982, 1.089], [-0.015, 1.972, 8.612], [-2.070, -0.424, 3.418], [-2.714, -0.363, 10.303], [9.600, -0.592, -0.533], [-1.024, -5.295, -3.103], [-2.356, -2.860, -0.974], [-8.999, -1.131, -3.500], [-2.149, 1.391, 0.864], [2.415, -3.621, -2.150], [-6.835, 1.530, 1.839], [-4.757, -5.488, -0.881], [7.078, 1.951, 1.226], [0.092, 5.691, -2.065], [8.229, 0.196, -1.336], [0.417, 3.630, -0.813], [2.890, -1.965, -0.550], [12.447, -1.990, -4.052], [-8.284, -1.972, 0.366], [12.540, -0.436, -3.198], [-3.329, -1.747, 3.312], [-2.590, -0.743, 8.578], [-6.699, 1.056, -2.608], [2.002, 6.902, 0.724], [-1.463, -6.278, -0.385], [1.080, 8.416, 0.718], [-0.537, -1.357, 9.851], [6.115, 3.151, 0.341], [-5.128, 1.211, -4.480], [-5.376, -1.289, 4.081], [-0.877, 1.182, 2.106], [1.491, -5.528, -2.492], [-0.844, 4.595, -0.033], [-1.635, -7.789, -1.409], [0.074, -0.763, 1.166], [10.189, 2.874, -1.664], [2.095, 8.005, -0.680], [10.003, 2.358, 0.697], [-0.172, 5.942, 1.868], [0.998, 1.342, 7.301], [0.735, 3.051, -3.456], [-6.059, 0.408, 4.125], [5.667, 0.485, -1.796], [0.971, -2.621, -2.798], [-0.320, 0.323, 10.364], [6.544, -1.074, -0.421], [-8.927, -3.290, -0.630], [-4.970, 1.678, 1.660], [-7.011, 0.470, -0.443], [9.866, 0.289, -2.048], [-3.735, -6.498, 0.253], [3.870, -1.555, -2.563], [-12.787, -2.396, -1.041], [-11.002, -2.460, -3.887], [5.250, -2.196, -1.038], [-4.464, 2.257, -0.940], [11.590, 3.098, 0.331], [11.497, -1.722, -2.561], [8.231, -0.318, -3.724], [7.700, 3.601, 1.035], [-11.866, -3.614, -0.136], [1.714, 5.686, -1.355], [10.621, 3.683, 1.699], [-3.983, 2.360, -3.545], [-1.978, 1.079, 7.094], [-6.112, 2.932, -0.612], [-3.728, 1.109, 7.459], [7.518, 4.353, -1.265], [4.910, -1.182, 0.417], [1.528, 1.148, 8.984], [-0.635, -3.753, -1.659], [-8.701, -2.802, -2.995], [-6.468, 2.858, -2.917], [7.764, -2.023, -3.811], [-5.250, -0.053, -0.305], [-2.761, 2.592, 7.580], [-5.737, -1.064, -3.304], [-4.769, -0.870, 1.607], [-3.135, -4.863, -0.261], [-7.317, -2.595, -0.987], [1.187, -2.006, -0.023], [-11.335, -1.248, -2.641], [-2.718, -1.182, 4.923], [-6.555, -0.973, 1.886], [0.319, -3.983, -0.136], [-0.480, 4.251, 2.364], [4.459, -0.138, -3.486], [-0.294, -6.939, -3.122], [-11.197, -1.984, -0.333], [-4.637, -3.103, -2.088], [0.999, 5.085, 2.887]]}